Entry 1:
The following is a quantum chemistry calculation of a molecular structure, C9H2N2O8PtS in a non-equilibrium geometry, from OMol25.

Positions of all 23 atoms, in Å:
N1 -3.15136 1.30793 2.01900
C1 0.39307 0.52605 1.16576
O1 2.37215 -0.58992 1.11759
O2 -1.60912 0.64702 -2.93760
C2 1.77496 -3.03776 -1.84152
H1 -3.00639 0.93850 -0.62092
C3 -0.86913 0.62882 -0.83162
O3 -4.18575 1.40458 1.39938
N2 1.58110 0.01907 1.83895
C4 -2.03916 0.89029 -0.14047
H2 -0.71217 0.79074 2.98706
O4 1.70660 0.16783 3.01939
C5 -0.74151 0.79380 1.90527
O5 -0.07616 -0.96640 -2.43857
S1 1.57284 -4.42642 -2.36257
C6 -1.93282 1.02104 1.23232
O6 1.47371 0.72526 -1.01356
Pt1 2.01497 -1.19244 -1.33660
O7 4.95900 -0.82157 -2.10457
C7 -0.81391 0.00006 -2.23487
C8 3.88660 -0.89834 -1.79746
O8 -3.01035 1.42596 3.21396
C9 0.41283 0.64590 -0.23835

Results
⟨S²⟩	0.759
2S+1	2
relative energy (zero: lowest compared OMol25 entry of this formula, charge and spin)	206.9	kJ/mol
orbital gap (alpha / beta)	0.2645 / 0.2263	hartree
highest occupied orbital energy (alpha / beta)	-0.502 / -0.501	Eh
charge	+1

Entry 2:
The following is a quantum chemistry calculation of a molecular structure, C4H13AsAuF6N3, from OMol25.

Positions of all 28 atoms, in Å:
C1 0.08479 -0.59102 -2.50672
H1 2.22837 0.47437 -0.94231
H2 0.85147 -1.36906 -2.43063
F1 2.72645 -1.60423 5.49793
C2 -2.07308 1.17369 -0.82263
H3 -2.94365 -0.34904 -2.06374
C3 0.65397 0.81313 -2.30450
H4 -3.07707 1.57702 -0.64556
H5 -1.11550 -2.02696 -1.57761
N1 1.36040 1.03235 -0.99552
As1 1.97030 -1.44046 4.04023
H6 1.39599 0.98750 -3.09250
H7 -2.69045 -0.89808 -0.43789
H8 -1.80945 1.07520 1.26762
H9 1.64641 2.01821 -0.91395
H10 -0.27364 -0.66813 -3.55200
N2 -1.29079 1.41316 0.44033
H11 -0.07922 1.59848 -2.41790
H12 -1.15380 2.42398 0.58021
H13 -1.64599 1.79075 -1.60001
C4 -2.22437 -0.29288 -1.22300
N3 -1.01933 -1.00416 -1.64263
F2 1.65612 0.24855 3.96457
F3 0.32530 -1.61564 4.42115
F4 1.94194 -3.00938 3.42083
F5 0.82734 -1.07049 1.83086
Au1 0.47053 0.42666 0.73753
F6 3.25695 -1.11352 2.96785

Results
⟨S²⟩	0.755
2S+1	2
orbital gap (alpha / beta)	0.1700 / 0.1702	hartree
highest occupied orbital energy (alpha / beta)	-0.795 / -0.795	Eh
charge	+3

Entry 3:
The following is a quantum chemistry calculation of 10 unconnected molecules or ions with the total composition C31H33F9O30 in a non-equilibrium geometry, from OMol25.

Positions of all 103 atoms, in Å:
F1 0.86697 -1.75285 -7.30575
O1 5.53965 1.21627 -1.53495
C1 -2.87957 3.79550 1.64288
H1 3.29015 -2.49352 6.36757
C2 -2.82741 1.75671 -4.42312
O2 -2.77000 -2.58873 -0.46904
O3 0.61990 -2.66335 -5.26934
C3 7.01633 2.72429 -0.70661
H2 -4.78375 0.47193 3.90075
O4 -4.03861 2.31471 -4.95018
O5 -2.49379 -3.41679 -2.51281
O6 -3.79401 3.99267 2.68435
H3 -4.74426 -2.06621 -0.87986
O7 4.77600 0.47423 0.49192
O8 3.91660 0.44972 3.60294
O9 -1.30334 -4.24555 -0.70462
C4 -3.74382 -1.81970 -1.23547
O10 0.50339 -1.87075 -3.13612
H4 0.46940 -0.98819 -0.50321
F2 3.08711 -1.89688 -1.12715
C5 -3.93153 5.39624 2.82168
H5 -1.11500 3.09738 -4.15880
F3 6.57847 3.93833 -1.00472
C6 0.04765 -2.35903 -6.49990
H6 -5.10564 -3.91250 -2.32381
O11 -2.84203 5.84832 2.18904
H7 -3.44127 -0.77264 -1.25025
F4 -4.23651 -1.91636 1.92685
C7 -2.57043 5.06161 1.10085
H8 -4.92468 -1.32667 3.92982
C8 -0.26969 1.96450 -0.72126
H9 4.95689 -2.77746 0.22039
O12 -7.65774 0.37263 1.26131
O13 -4.53916 6.08078 3.59466
O14 -0.29665 0.73763 -1.11413
C9 6.78666 1.85187 -1.96428
C10 1.79665 -1.99679 3.92306
C11 -2.20204 3.01720 -4.16094
H10 -2.45257 3.65520 -3.31343
C12 3.18782 1.52466 3.80053
C13 5.12987 1.96038 4.59317
F5 -1.06659 -0.54555 0.64555
O15 -5.50801 -0.02946 1.23555
C14 -4.45205 -0.55516 2.05984
O16 1.57773 -1.48723 2.81092
O17 3.97012 2.43514 4.38351
H11 0.74086 0.99030 1.80780
F6 -2.96304 1.10199 -3.29271
C15 1.18120 -2.95308 5.87663
O18 -0.49777 2.85616 -1.51308
H12 4.28697 -2.17315 1.76153
C16 -0.04710 -0.15134 -0.03309
H13 5.64024 1.14050 2.58208
O19 -0.92767 -1.18205 -4.76832
F7 6.15976 -0.01105 4.09177
O20 0.91106 -1.93993 4.96644
C17 0.82695 0.91437 0.72385
H14 0.57521 -3.83779 5.68120
C18 -4.71419 -3.30103 -3.13682
O21 1.64703 -5.22071 1.02378
O22 6.27567 2.17920 0.30911
C19 -1.19960 -1.58773 -6.12968
H15 -2.07178 -2.23268 -6.23663
H16 -1.49040 5.09035 0.95661
H17 -3.11271 5.24655 0.17359
H18 -2.37166 1.09038 -5.15551
H19 7.65475 1.21184 -2.12204
C20 5.44725 1.21764 -0.16738
C21 -3.59972 -2.50120 -2.59551
F8 3.12723 -4.45103 5.77840
H20 -0.27114 -3.28271 -6.98290
O23 1.93560 -3.27062 0.26577
F9 -1.84492 3.09121 2.15860
C22 -2.12606 -3.46394 -1.15948
O24 2.81618 -2.68830 4.35340
H21 1.90289 0.95553 0.55429
H22 -3.56033 0.06495 1.96805
C23 4.07970 -2.76079 0.86720
C24 -5.12745 -0.41480 3.36814
H23 6.55359 2.36228 -2.89876
O25 3.81382 -4.20314 0.97357
C25 2.71030 -3.15800 5.72700
C26 2.84317 -2.21990 0.12962
O26 -6.52074 -0.18303 3.06024
O27 1.99615 1.70824 3.74771
H24 -1.38710 -0.74333 -6.79296
H25 -5.47773 -2.67906 -3.60400
C27 -3.85724 3.44737 -5.58025
H26 0.99305 -2.48495 6.84283
O28 -4.67920 4.08785 -6.26274
H27 2.43726 -1.38473 0.70043
H28 -3.24249 -1.75278 -3.30287
C28 2.42532 -4.37205 0.72830
H29 -3.19441 3.17227 0.80589
H30 5.20754 1.41713 5.53494
H31 8.06553 2.73934 -0.41155
H32 5.83815 2.77849 4.46230
C29 -6.61973 0.08710 1.83367
O29 -2.55659 3.75488 -5.27359
C30 5.29882 0.86980 3.58120
H33 -4.37884 -3.83539 -4.02569
C31 0.15631 -1.87498 -4.27422
O30 0.16480 2.08300 0.40642

Results
relative energy (zero: lowest compared OMol25 entry of this formula, charge and spin)	730.1	kJ/mol
orbital gap	0.3760	hartree
SMILES	O=C1OC[C@@H](F)O1.O=C1OC[C@@H](F)O1.O=C1OC[C@@H](F)O1.O=C1OC[C@@H](F)O1.O=C1OC[C@@H](F)O1.O=C1OC[C@@H](F)O1.O=C1OC[C@@H](F)O1.O=C1OC[C@@H](F)O1.O=C1OC[C@@H](F)O1.C[C@H]1COC(=O)O1
highest occupied orbital energy	-0.377	Eh

no.,energy (eV)
1,-42790.4290
2,-89628.5360
3,-118559.5724